{"formula": "C3H6IN2S", "method": "ωB97M-V with the def2-TZVPD basis set", "species": ["C", "C", "C", "N", "N", "S", "I", "H", "H", "H", "H", "H", "H"], "positions_angstrom": [[-0.144, -1.120, 1.030], [-1.192, -0.657, 0.469], [0.438, 0.618, -0.713], [1.309, -0.472, -0.459], [-0.931, 0.081, -0.814], [0.444, 2.052, 0.472], [3.251, -0.207, 0.029], [0.399, -1.742, 1.726], [-2.146, -1.075, 0.663], [0.806, 1.083, -1.627], [-0.869, -0.480, -1.651], [-1.728, 0.725, -0.781], [0.363, 1.195, 1.656]], "mulliken_charge": [-0.3483, -0.2724, -0.2263, -0.6086, -0.0100, -0.0809, 0.3383, 0.3945, 0.4328, 0.4249, 0.3724, 0.3720, 0.2116], "e_above_lowest_kcal_mol": 111.37, "gap_ev": [7.7427, 7.7392], "energy_ha": -922.85319, "e_lumo_ha": [-0.18868, -0.18873], "charge": 1}